Record 1
Formula: C21H26N4O3
Source: the Open Molecules 2025 dataset
Level of theory: the ωB97M-V functional and the def2-TZVPD basis

Results
* LUMO level: 0.6362 eV
* total energy: -1260.499018 Eh
* ΔE to the lowest compared entry with this formula, charge and spin: 415.6 kJ/mol
* SMILES: CCN(Cc1ccncc1)Cc1cn[nH]c1-c1cc(OC)c(OC)c(OC)c1
* E_HOMO: -8.1 eV

Last column: Löwdin charge in e.
Positions of all 54 atoms, in Å:
C: -1.02 -2.35 1.78  -0.068
C: -2.18 -1.80 0.95  -0.249
N: -1.83 -0.58 0.24  -0.190
C: -2.62 -0.36 -0.97  -0.136
C: -4.10 -0.23 -0.74  -0.197
C: -4.69 1.01 -0.56  -0.021
C: -6.05 1.08 -0.28  -0.144
N: -6.83 0.02 -0.18  0.052
C: -6.27 -1.17 -0.37  -0.148
C: -4.93 -1.35 -0.65  -0.030
C: -1.76 0.58 1.11  -0.135
C: -1.16 1.79 0.47  -0.151
C: -1.81 3.03 0.29  -0.127
N: -1.01 3.92 -0.25  0.034
N: 0.15 3.29 -0.43  0.025
C: 0.13 2.00 -0.01  -0.146
C: 1.31 1.16 -0.06  -0.140
C: 1.19 -0.21 -0.18  0.060
C: 2.32 -1.04 -0.21  -0.174
O: 2.00 -2.36 -0.30  -0.070
C: 3.00 -3.36 -0.39  -0.063
C: 3.59 -0.48 -0.13  -0.130
O: 4.72 -1.27 -0.12  -0.113
C: 5.64 -1.08 -1.17  -0.068
C: 3.71 0.92 0.02  -0.186
O: 4.99 1.40 0.14  -0.092
C: 5.18 2.77 0.37  -0.077
C: 2.58 1.73 0.04  0.026
H: -1.31 -3.31 2.20  0.074
H: -0.77 -1.68 2.61  0.066
H: -0.14 -2.48 1.16  0.058
H: -3.06 -1.66 1.59  0.123
H: -2.43 -2.55 0.20  0.111
H: -2.42 -1.21 -1.64  0.130
H: -2.24 0.55 -1.44  0.125
H: -4.11 1.91 -0.65  0.091
H: -6.54 2.03 -0.13  0.104
H: -6.94 -2.01 -0.30  0.103
H: -4.54 -2.34 -0.81  0.105
H: -1.13 0.30 1.96  0.122
H: -2.76 0.85 1.51  0.128
H: -2.80 3.30 0.57  0.103
H: 0.92 3.77 -0.87  0.155
H: 0.22 -0.66 -0.25  0.105
H: 3.58 -3.27 -1.31  0.093
H: 3.68 -3.33 0.47  0.098
H: 2.46 -4.30 -0.39  0.094
H: 5.15 -1.20 -2.15  0.099
H: 6.10 -0.09 -1.13  0.083
H: 6.40 -1.84 -1.05  0.095
H: 4.83 3.38 -0.48  0.097
H: 4.68 3.10 1.28  0.099
H: 6.25 2.90 0.48  0.096
H: 2.68 2.79 0.18  0.100


Record 2
Formula: C21H26N6O3S
Source: the Open Molecules 2025 dataset
Level of theory: the ωB97M-V functional and the def2-TZVPD basis

Results
* LUMO level: 0.6167 eV
* total energy: -1768.232261 Eh
* ΔE to the lowest compared entry with this formula, charge and spin: 394.0 kJ/mol
* SMILES: COc1ccc([C@H](c2nnnn2Cc2cccs2)N2CCC(C(N)=O)CC2)c(OC)c1
* E_HOMO: -8.2 eV

Last column: Löwdin charge in e.
Positions of all 57 atoms, in Å:
C: 0.24 1.95 5.28  -0.082
O: -0.38 0.78 4.79  -0.078
C: -0.28 0.50 3.46  -0.281
C: 0.38 1.29 2.53  -0.010
C: 0.44 0.88 1.21  -0.029
C: -0.15 -0.30 0.78  -0.129
C: -0.06 -0.77 -0.66  -0.189
C: 1.33 -0.46 -1.15  -0.227
N: 1.74 0.36 -2.08  0.072
N: 3.06 0.26 -2.13  -0.026
N: 3.49 -0.58 -1.29  0.048
N: 2.43 -1.07 -0.63  -0.055
C: 2.58 -2.02 0.44  -0.124
C: 2.81 -1.33 1.74  -0.509
C: 3.49 -0.17 1.97  -0.134
C: 3.53 0.18 3.34  -0.187
C: 2.89 -0.72 4.13  -0.406
S: 2.21 -2.01 3.21  1.071
N: -1.21 -0.33 -1.41  -0.117
C: -1.44 -0.97 -2.69  -0.155
C: -0.76 -0.28 -3.87  -0.132
C: -1.19 1.19 -3.95  -0.239
C: -2.65 1.31 -4.38  -0.525
N: -2.84 1.00 -5.69  0.164
O: -3.57 1.63 -3.67  0.062
C: -0.93 1.86 -2.59  -0.127
C: -1.57 1.07 -1.45  -0.148
C: -0.82 -1.09 1.73  -0.254
O: -1.37 -2.30 1.36  -0.111
C: -2.71 -2.20 0.91  -0.060
C: -0.89 -0.68 3.05  0.055
H: 0.05 1.96 6.35  0.095
H: -0.19 2.85 4.83  0.097
H: 1.32 1.93 5.10  0.087
H: 0.85 2.22 2.81  0.110
H: 0.96 1.50 0.49  0.130
H: -0.13 -1.87 -0.63  0.152
H: 3.44 -2.65 0.18  0.136
H: 1.68 -2.65 0.50  0.125
H: 3.95 0.41 1.20  0.108
H: 4.02 1.06 3.72  0.103
H: 2.76 -0.72 5.19  0.066
H: -1.12 -2.02 -2.63  0.126
H: -2.53 -0.96 -2.85  0.128
H: 0.32 -0.30 -3.74  0.091
H: -1.01 -0.81 -4.79  0.109
H: -0.59 1.70 -4.71  0.145
H: -2.08 0.78 -6.30  0.100
H: -3.77 1.05 -6.06  0.110
H: -1.35 2.87 -2.59  0.120
H: 0.15 1.92 -2.44  0.086
H: -1.32 1.52 -0.49  0.114
H: -2.66 1.10 -1.57  0.118
H: -2.79 -1.53 0.05  0.084
H: -3.36 -1.83 1.71  0.094
H: -3.01 -3.21 0.63  0.093
H: -1.39 -1.30 3.77  0.138


Record 3
Formula: C21H26NO3
Source: the Open Molecules 2025 dataset
Level of theory: the ωB97M-V functional and the def2-TZVPD basis

Results
* net charge: +1
* LUMO level: -5.2144 eV
* total energy: -1096.013505 Eh
* ΔE to the lowest compared entry with this formula, charge and spin: 197.5 kJ/mol
* E_HOMO: -10.8 eV

Last column: Löwdin charge in e.
Positions of all 51 atoms, in Å:
C: -4.00 0.22 2.36  -0.061
C: -2.63 -0.37 2.59  -0.224
O: -1.70 0.40 1.79  -0.018
C: -0.41 0.03 2.00  -0.532
C: 0.52 0.95 1.36  -0.025
C: 1.81 0.95 1.79  -0.082
N: 2.79 1.79 1.39  -0.206
C: 4.13 1.65 1.93  -0.040
C: 2.55 2.91 0.50  -0.042
O: -0.09 -0.98 2.62  0.055
H: -4.76 -0.39 2.86  0.087
H: -4.04 1.23 2.79  0.086
H: -4.23 0.27 1.29  0.066
H: -2.34 -0.30 3.65  0.136
H: -2.60 -1.42 2.27  0.106
H: 0.10 1.75 0.76  0.108
H: 2.12 0.20 2.53  0.145
H: 4.10 0.87 2.70  0.094
H: 4.83 1.34 1.13  0.089
H: 4.48 2.59 2.35  0.099
H: 1.70 2.71 -0.16  0.067
H: 2.35 3.84 1.07  0.108
H: 3.45 3.07 -0.11  0.094
C: -5.35 -0.82 -1.85  -0.031
O: -4.57 -1.55 -0.89  -0.053
C: -3.23 -1.68 -1.09  -0.212
C: -2.56 -2.57 -0.21  0.023
C: -1.21 -2.47 -0.07  0.010
C: -0.43 -1.57 -0.88  -0.186
C: 0.93 -1.43 -0.55  0.100
C: 1.93 -0.71 -1.26  -0.201
C: 3.27 -1.21 -1.27  0.001
C: 4.30 -0.47 -1.83  -0.056
C: 4.02 0.76 -2.45  -0.041
C: 2.71 1.24 -2.50  -0.065
C: 1.68 0.53 -1.89  -0.036
C: -1.11 -0.91 -1.95  0.032
C: -2.49 -0.91 -2.02  0.033
H: -6.38 -1.06 -1.59  0.103
H: -5.19 0.26 -1.75  0.105
H: -5.13 -1.13 -2.88  0.103
H: -3.16 -3.24 0.40  0.141
H: -0.69 -3.06 0.69  0.138
H: 1.29 -2.13 0.21  0.144
H: 3.47 -2.18 -0.81  0.127
H: 5.33 -0.84 -1.80  0.119
H: 4.83 1.35 -2.89  0.118
H: 2.48 2.18 -3.01  0.122
H: 0.67 0.95 -1.84  0.111
H: -0.53 -0.37 -2.70  0.117
H: -3.02 -0.29 -2.76  0.123


Among the records above, which one has the lowest ΔE to the lowest compared entry with this formula, charge and spin?
C21H26NO3